# 1
Here is a molecular structure, C3H6O2 in a non-equilibrium geometry from OMol25. Energies are from wB97M-V/def2-TZVPD.

```
11
C3H6O2 | OMol25 | wB97M-V/def2-TZVPD
O 1.4210 -0.8716 0.5679
C 0.2115 -0.2216 0.7170
C -0.0415 1.1962 0.1371
O -1.3306 0.7320 -0.3490
C -0.9496 -0.5746 -0.2024
H 1.5119 -1.0521 -0.3835
H -0.0398 -0.2452 1.7846
H -0.1262 2.0612 0.8043
H 0.6133 1.4189 -0.7181
H -1.1427 -1.3941 -0.9121
H -0.1274 -1.0492 -1.4456
```

As for the HOMO energy: -8.873 eV. For the frontier orbital gap, the calculation gives 0.35507 Eh. The energy above the lowest of the compared OMol25 structures with the same formula, charge and spin is 506.2 kJ/mol. The net charge is 0. The calculated total energy is -7298.432 eV.



# 2
Here is 2 unconnected molecules or ions with the total composition C4H7ClS in a non-equilibrium geometry from OMol25. Energies are from wB97M-V/def2-TZVPD.

```
13
C4H7ClS | OMol25 | wB97M-V/def2-TZVPD
C 1.4995 -1.1544 -0.5638
C 0.6683 -0.9235 -1.5235
C -0.8986 0.9618 1.4132
C -1.8238 -0.3163 -0.7919
S -1.7241 -0.5810 0.9277
Cl -2.7815 -1.4210 -1.6799
H 2.5530 -1.3742 -0.7394
H 1.1976 -1.1634 0.4753
H 0.6824 -0.8668 -2.5881
H -0.5541 0.8231 2.4333
H -1.6053 1.7854 1.3736
H -0.0590 1.1378 0.7498
H -1.8713 0.7068 -1.1201
```

As for the HOMO energy (spin up / spin down): -8.202 / -7.481 eV. For the frontier orbital gap (spin up / spin down), the calculation gives 0.31086 / 0.29083 Eh. The energy above the lowest of the compared OMol25 structures with the same formula, charge and spin is 379.1 kJ/mol. The net charge is 0. The calculated total energy is -27614.780 eV.



# 3
Here is 2 unconnected molecules or ions with the total composition C3H10N4 from OMol25. Energies are from wB97M-V/def2-TZVPD.

```
17
C3H10N4 | OMol25 | wB97M-V/def2-TZVPD
N 1.8608 -1.0236 0.1862
C 1.3610 -1.2083 1.4771
N 1.0054 -2.5304 1.7186
N 1.2199 -0.3320 2.3857
H 1.8760 -0.0578 -0.1045
H 1.4218 -1.6198 -0.5012
H 1.6505 -3.2037 1.3315
H 0.8250 -2.6831 2.6995
H 1.4418 0.6017 2.0544
C -2.1572 1.4491 -2.4340
C -1.5271 1.0437 -1.3371
N -1.2111 1.8418 -0.2351
H -2.4236 2.4906 -2.5681
H -2.4454 0.7424 -3.1938
H -1.2737 -0.0038 -1.2131
H -1.3249 2.8282 -0.4247
H -0.2992 1.6650 0.1588
```

As for the HOMO energy: -8.545 eV. For the frontier orbital gap, the calculation gives 0.33916 Eh. The energy above the lowest of the compared OMol25 structures with the same formula, charge and spin is 27.1 kJ/mol. As for the SMILES: N=C(N)N.C=CN. The net charge is 0. The calculated total energy is -9233.303 eV.



# 4
Here is a single C6H8N2O4 molecule in a non-equilibrium geometry from OMol25. Energies are from wB97M-V/def2-TZVPD.

```
20
C6H8N2O4 | OMol25 | wB97M-V/def2-TZVPD
C -2.0943 1.3790 0.3116
C 0.1258 0.9950 -0.6931
C 2.3330 0.7907 -0.0468
C -2.4317 -0.0295 0.0088
C 2.4082 -0.5950 0.5250
C -3.5239 -0.2549 -0.7303
N -0.7504 1.7104 0.1584
N 1.3645 1.5023 -0.4732
O -2.8728 2.2687 0.5487
O -0.2163 0.1851 -1.4921
O 3.5542 1.3491 0.0368
O -1.4832 -0.8583 0.4733
H 1.5830 -1.1161 0.1242
H 2.3483 -0.4113 1.5257
H 3.1745 -1.1522 0.0698
H -3.7904 -1.2069 -1.2844
H 3.4875 2.1697 -0.5128
H -4.2558 0.4640 -0.8835
H -0.6720 2.6362 0.5156
H -1.7441 -1.7164 0.2378
```

As for the HOMO energy: -9.291 eV. For the frontier orbital gap, the calculation gives 0.36355 Eh. The energy above the lowest of the compared OMol25 structures with the same formula, charge and spin is 235.4 kJ/mol. As for the SMILES: C=C(O)C(=O)NC(=O)/N=C(\C)O. The net charge is 0. The calculated total energy is -17520.983 eV.



# 5
Here is 2 unconnected molecules or ions with the total composition CN8O4 in a non-equilibrium geometry from OMol25. Energies are from wB97M-V/def2-TZVPD.

```
13
CN8O4 | OMol25 | wB97M-V/def2-TZVPD
C 2.0086 0.6388 1.0977
N 1.5771 0.9689 2.1271
N -0.5544 -1.8447 -0.5067
N -1.0913 -0.8529 -0.1982
N 2.3758 0.3326 -0.1186
N -2.5806 0.9439 0.1367
N -1.3965 0.2552 0.1089
N 3.5220 -0.1672 -0.4761
N -3.6595 0.3242 -0.1586
O 4.3762 -0.5239 0.3648
O -3.5908 -0.8786 -0.5046
O 3.7344 -0.2492 -1.6919
O -4.7210 1.0530 -0.1807
```

As for the HOMO energy: -1.298 eV. For the frontier orbital gap, the calculation gives 0.28456 Eh. The net charge is -2. The calculated total energy is -21138.939 eV.